Entry 1:
Molecular formula: C8H6N4
Method: DFT, ωB97M-V with the def2-TZVPD basis set

The calculation puts the molecular weight at 158.16 g mol⁻¹. The energy relative to the best compared isomer or geometry (same formula, charge and spin) comes out at 599.23 kJ/mol. The calculation puts the total energy at -527.15328 hartree. For the LUMO energy (spin up / spin down), the calculation gives -1.3245 / -2.2813 eV. The gap between HOMO and LUMO (spin up / spin down) is 7.3172 / 6.6203 eV.

Each line ends with the Mulliken charge.
Positions of all 18 atoms, in Å:
1 C -3.952 -0.408 0.478  -0.09
2 C -2.757 -1.020 0.591  -0.24
3 C 1.330 0.953 -0.300  -0.29
4 C 0.131 -1.240 0.135  -0.13
5 C 2.101 -0.152 0.029  0.71
6 C -0.632 -0.068 0.106  0.46
7 C -4.244 0.741 -0.273  0.17
8 C 3.558 -0.109 0.094  -1.09
9 N 1.447 -1.289 0.171  -0.58
10 N 0.050 1.026 -0.202  -0.54
11 N -3.161 1.246 -0.653  -0.46
12 N -1.942 -0.183 0.098  -0.06
13 H 1.845 1.837 -0.495  0.36
14 H -0.313 -2.162 0.380  0.47
15 H -5.260 1.006 -0.353  0.40
16 H 3.928 -0.172 1.047  0.29
17 H 4.034 -0.900 -0.455  0.33
18 H 3.836 0.892 -0.398  0.29

Cartesian forces, eV/Å:
-1.5 -1.3 2.0
0.5 -0.8 0.0
1.5 -0.2 1.1
0.1 -0.5 1.5
-1.2 -0.5 -0.8
4.5 -0.4 -1.4
1.0 -1.1 -0.2
0.2 2.1 -3.1
0.1 -0.3 0.2
-2.7 0.9 -0.1
1.2 1.3 -0.3
-3.6 1.0 -0.5
0.7 1.6 -0.6
-0.9 -1.0 -0.2
-0.9 1.0 -0.6
0.8 0.1 2.5
0.0 -0.4 -0.4
0.1 -1.4 0.9

=====

Entry 2:
Molecular formula: C8H6N4O2S
Method: DFT, ωB97M-V with the def2-TZVPD basis set

The calculation puts the molecular weight at 222.23 g mol⁻¹. The energy relative to the best compared isomer or geometry (same formula, charge and spin) comes out at 76.97 kJ/mol. The calculation puts the total energy at -1076.07128 hartree. As for the SMILES: N#Cc1nc2ccccn2c1S(N)(=O)=O. For the LUMO energy, the calculation gives -0.6093 eV. The gap between HOMO and LUMO is 8.4551 eV.

Each line ends with the Mulliken charge.
Positions of all 21 atoms, in Å:
1 C 0.710 3.254 -1.930  0.10
2 C 0.712 2.131 -1.092  0.74
3 C -0.094 0.777 -1.197  -0.01
4 C 1.243 0.980 0.641  0.58
5 C 1.789 0.510 1.852  -0.72
6 C 1.348 -0.689 2.306  -0.21
7 C 0.509 -1.512 1.571  -0.60
8 C -0.031 -1.120 0.381  -0.21
9 N 0.702 4.032 -2.778  -0.49
10 N 1.365 2.177 0.090  -0.66
11 N 0.383 0.117 -0.066  0.05
12 N -1.580 1.453 -3.139  -0.57
13 O -0.444 -0.957 -3.157  -0.58
14 O -2.382 -0.405 -1.704  -0.59
15 S -1.163 0.006 -2.326  0.97
16 H 2.619 1.061 2.283  0.40
17 H 1.653 -1.057 3.215  0.48
18 H 0.224 -2.469 2.043  0.32
19 H -0.564 -1.685 -0.259  0.45
20 H -0.613 1.726 -3.425  0.23
21 H -2.290 1.222 -3.903  0.34

Cartesian forces, eV/Å:
-0.3 0.2 -1.4
-2.4 -4.0 1.8
3.7 3.6 1.5
-0.7 -0.7 0.2
0.2 0.1 -0.5
0.3 0.9 -0.9
-1.8 -1.2 -0.2
3.1 1.8 2.5
0.0 0.1 0.3
0.1 -0.6 -1.6
-0.9 1.1 -1.0
1.0 -1.8 -0.2
-0.6 1.2 1.2
0.1 -0.6 0.6
-0.8 0.8 -2.2
-0.5 0.1 0.3
1.0 -0.7 1.9
0.1 0.5 -0.7
-2.0 -1.8 -1.9
-1.4 0.4 -0.9
1.7 0.5 1.1

=====

Entry 3:
Molecular formula: C8H6N5O2
Method: DFT, ωB97M-V with the def2-TZVPD basis set

The calculation puts the molecular weight at 204.17 g mol⁻¹. The energy relative to the best compared isomer or geometry (same formula, charge and spin) comes out at 685.51 kJ/mol. The calculation puts the total energy at -732.48441 hartree. The total charge is -1. For the LUMO energy (spin up / spin down), the calculation gives 3.0126 / 1.0701 eV. The gap between HOMO and LUMO (spin up / spin down) is 8.2247 / 6.3191 eV.

Each line ends with the Mulliken charge.
Positions of all 21 atoms, in Å:
1 C -1.287 -2.710 -0.823  -0.35
2 C -0.036 -2.539 -0.236  -0.48
3 C -2.134 -1.607 -0.837  -0.54
4 C 0.323 -1.409 0.496  -0.38
5 C -1.711 -0.414 -0.215  -0.47
6 C -0.557 -0.324 0.513  1.60
7 C 1.210 2.182 -0.714  0.44
8 C -0.313 0.864 1.285  -1.16
9 N 2.797 2.185 -1.943  -0.48
10 N 2.116 1.384 -1.195  -0.11
11 N 1.195 3.399 -1.220  -0.38
12 N 2.252 3.396 -2.017  -0.33
13 N 0.642 1.146 2.254  1.12
14 O 0.570 2.216 2.887  -0.66
15 O 1.367 0.265 2.595  -0.64
16 H -1.690 -3.707 -1.174  0.30
17 H 0.557 -3.432 -0.194  0.33
18 H -2.971 -1.598 -1.540  0.33
19 H 1.276 -1.410 0.936  0.45
20 H -2.484 0.375 -0.078  0.23
21 H -1.122 1.736 1.220  0.17

Cartesian forces, eV/Å:
-0.8 -0.3 -0.1
-0.5 -0.7 0.9
0.9 0.9 -0.7
-0.7 -1.1 -1.7
-3.0 -0.3 -0.2
1.7 0.0 1.3
-1.3 0.4 0.3
-2.9 3.6 -2.1
2.1 1.1 -2.7
-0.5 -1.4 1.7
-1.2 0.3 1.1
0.5 -0.8 0.3
-1.4 1.4 1.4
-0.2 -0.2 -1.0
2.2 -2.1 0.4
0.9 1.3 0.1
0.7 -0.1 0.0
-0.3 0.0 0.8
0.9 0.3 0.7
0.8 -0.3 -0.6
2.1 -2.1 0.2

=====

- Among the records above, which one has the highest molecular weight?
  C8H6N4O2S